Record 1
101
Properties=species:S:1:pos:R:3 method="wB97M-V/def2-TZVPD" lumo_energy_ev="-3.786 / -3.665" molar_mass_g_mol=1147.73 spin_multiplicity=2 homo_energy_ev="-10.0 / -9.9" max_force_ev_per_a=4.07 charge=+1
Ru 0.305 -1.850 0.071
C -5.711 10.828 1.191
O -6.132 9.635 1.831
C -5.404 8.518 1.655
C -4.268 8.424 0.853
C -3.590 7.223 0.752
C -4.031 6.092 1.438
C -5.167 6.198 2.247
C -5.844 7.390 2.353
C -3.327 4.833 1.255
N -2.198 4.689 0.593
C -1.934 3.354 0.593
C -2.924 2.657 1.272
N -3.798 3.621 1.697
C -2.933 1.241 1.380
C -3.922 0.471 2.015
C -3.836 -0.897 1.982
C -2.756 -1.491 1.320
N -1.799 -0.784 0.756
C -1.860 0.555 0.769
C -0.793 1.269 0.117
N 0.232 0.551 -0.390
C 1.214 1.188 -0.998
C 1.257 2.577 -1.148
C 0.227 3.328 -0.641
C -0.827 2.673 0.009
H -6.417 11.593 1.500
H -5.737 10.726 0.104
H -4.705 11.113 1.511
H -3.908 9.278 0.297
H -2.711 7.139 0.130
H -5.528 5.349 2.813
H -6.728 7.484 2.970
H -4.647 3.479 2.215
H -4.746 0.957 2.522
H -4.579 -1.517 2.461
H -2.663 -2.567 1.271
H 2.007 0.582 -1.407
H 2.102 3.027 -1.650
H 0.190 4.405 -0.731
N 1.212 -0.791 2.180
C 0.821 -1.517 3.385
C -0.395 -2.432 3.090
O -1.193 -2.662 3.982
O -0.417 -2.917 1.907
H 2.214 -0.650 2.121
H 0.756 0.113 2.145
H 0.562 -0.860 4.214
H 1.632 -2.173 3.707
N 0.717 -5.540 2.061
C 0.616 -5.204 0.769
O 1.266 -4.283 0.270
C -0.346 -6.077 -0.016
I 0.322 -6.423 -2.010
H 1.188 -4.906 2.684
H 0.094 -6.205 2.484
H -1.306 -5.566 -0.088
H -0.480 -7.054 0.438
Se -0.681 -2.617 -1.984
C -2.362 -3.143 -2.771
C -2.364 -3.916 -3.921
C -3.590 -4.256 -4.475
N -4.755 -3.876 -3.963
C -4.744 -3.141 -2.859
C -3.576 -2.750 -2.219
H -1.439 -4.250 -4.370
H -3.643 -4.859 -5.373
H -5.715 -2.850 -2.474
H -3.619 -2.153 -1.318
C 4.773 -5.879 -2.606
C 5.257 -5.411 -1.393
C 4.700 -4.286 -0.803
C 3.648 -3.629 -1.428
C 3.168 -4.096 -2.645
C 3.731 -5.215 -3.235
As 2.834 -2.025 -0.698
C 3.706 -0.747 -1.884
C 3.435 -0.529 -3.225
C 4.121 0.461 -3.913
C 5.043 1.256 -3.244
C 5.317 1.040 -1.901
C 4.666 0.023 -1.213
C 4.894 -0.368 0.189
C 5.823 0.193 1.058
C 5.982 -0.327 2.335
C 5.215 -1.403 2.761
C 4.265 -1.953 1.911
C 4.111 -1.444 0.630
H 5.204 -6.761 -3.060
H 6.073 -5.926 -0.903
H 5.090 -3.926 0.141
H 2.332 -3.594 -3.123
H 3.344 -5.574 -4.180
H 2.685 -1.127 -3.731
H 3.931 0.621 -4.966
H 5.553 2.048 -3.775
H 6.035 1.671 -1.393
H 6.437 1.024 0.739
H 6.723 0.100 2.997
H 5.367 -1.816 3.749
H 3.652 -2.788 2.234

Record 2
9
Properties=species:S:1:pos:R:3 method="wB97M-V/def2-TZVPD" lumo_energy_ev="1.047 / -1.934" molar_mass_g_mol=89.05 spin_multiplicity=3 homo_energy_ev="-7.7 / -9.7" max_force_ev_per_a=2.37
C 0.929 -1.161 0.279
N 1.811 -0.292 0.329
N -1.112 -0.221 0.739
N 0.247 1.328 -0.321
O 1.575 1.081 0.304
O -0.765 1.121 0.584
H 0.954 -2.221 0.210
H -1.941 -0.551 0.135
H 0.155 2.344 -0.373

Record 3
17
Properties=species:S:1:pos:R:3 method="wB97M-V/def2-TZVPD" smiles="C=CC(C=C)=CC" lumo_energy_ev=0.274 molar_mass_g_mol=94.16 homo_energy_ev=-8.2 max_force_ev_per_a=5.83
C 1.163 -1.141 -0.402
C 1.047 -2.210 -1.225
C -1.301 -0.598 0.174
C 0.057 -0.247 0.073
C 0.628 1.046 0.432
C 1.715 1.677 -0.034
C -2.159 0.475 0.924
H 2.141 -0.874 0.081
H -0.023 -2.215 -1.487
H 1.661 -2.712 -1.942
H -1.859 -1.382 -0.260
H 0.029 1.667 1.194
H 1.766 2.765 0.136
H 2.353 1.397 -0.839
H -2.020 1.504 0.443
H -1.987 0.720 1.983
H -3.213 0.129 0.749

Record 4
69
Properties=species:S:1:pos:R:3 method="wB97M-V/def2-TZVPD" lumo_energy_ev="-0.504 / -0.505" molar_mass_g_mol=620.61 homo_energy_ev="-7.3 / -7.3" max_force_ev_per_a=4.28
Al 1.022 -0.204 -0.253
O 0.640 -1.057 4.157
C 1.964 -1.427 4.379
C 2.474 -1.600 5.682
C 3.873 -1.382 5.868
C 4.697 -1.491 4.786
C 4.186 -1.630 3.468
C 2.833 -1.341 3.211
C 2.367 -0.787 1.876
O 1.106 -0.521 1.650
N 3.438 -0.684 1.057
N 3.009 -0.133 -0.121
C 3.650 0.872 -0.752
C 3.115 2.143 -1.126
C 3.979 3.169 -1.657
C 3.470 4.420 -1.897
C 2.157 4.717 -1.532
C 1.258 3.781 -1.050
C 1.746 2.499 -0.724
O 0.965 1.655 -0.023
H 0.087 -1.202 4.935
H 1.909 -1.995 6.529
H 4.241 -1.179 6.865
H 5.761 -1.447 4.913
H 4.909 -1.859 2.642
H 4.719 0.681 -0.987
H 5.082 2.886 -1.769
H 4.076 5.233 -2.284
H 1.737 5.697 -1.729
H 0.189 3.968 -0.725
N 1.047 -0.082 -2.462
C -0.239 -0.004 -3.141
C -0.298 0.323 -4.470
C -1.527 0.461 -5.173
C -2.674 0.073 -4.464
C -2.636 -0.297 -3.104
C -1.422 -0.247 -2.414
P -1.523 -0.357 -0.610
C -2.197 -1.939 -0.180
C -2.528 -3.002 -1.052
C -3.296 -4.092 -0.653
C -3.632 -4.217 0.716
C -3.318 -3.168 1.590
C -2.533 -2.082 1.185
C -2.669 0.912 -0.131
C -4.000 0.584 -0.148
C -4.883 1.565 0.374
C -4.387 2.726 0.944
C -3.029 3.071 0.957
C -2.152 2.143 0.415
H 1.603 0.766 -2.719
H 1.571 -0.978 -2.626
H 0.673 0.542 -4.967
H -1.589 0.757 -6.226
H -3.574 -0.077 -5.032
H -3.556 -0.501 -2.513
H -2.200 -2.973 -2.092
H -3.666 -4.801 -1.370
H -4.204 -5.068 1.104
H -3.729 -3.174 2.623
H -2.372 -1.213 1.860
H -4.332 -0.379 -0.509
H -5.955 1.315 0.558
H -5.113 3.449 1.357
H -2.717 4.037 1.428
H -1.080 2.381 0.262
O 1.584 -2.830 -2.843
S 1.019 -3.178 -1.499
N 0.877 -2.230 -0.362

Record 5
22
Properties=species:S:1:pos:R:3 method="wB97M-V/def2-TZVPD" lumo_energy_ev=-3.362 molar_mass_g_mol=133.05 homo_energy_ev=-13.9 max_force_ev_per_a=0.57 charge=+1
Li 0.060 -0.018 0.416
O 2.247 0.307 0.937
H 2.667 1.012 1.430
H 2.912 -0.379 0.885
O -1.829 -0.686 -0.126
H -2.701 -0.791 0.255
H -1.588 -1.565 -0.418
O -0.614 0.773 2.297
H -1.244 0.053 2.266
H -1.152 1.564 2.298
O -0.098 1.772 -0.470
H -0.738 2.451 -0.256
H 0.605 2.239 -0.921
O 0.987 -1.002 -1.438
H 0.802 -1.841 -1.860
H 1.684 -0.615 -1.967
O -1.335 1.186 -3.003
H -1.289 0.855 -2.106
H -0.423 1.335 -3.252
O 0.266 -1.853 1.562
H -0.328 -2.602 1.610
H 1.109 -2.195 1.859

Record 6
61
Properties=species:S:1:pos:R:3 method="wB97M-V/def2-TZVPD" lumo_energy_ev="-5.959 / -7.563" molar_mass_g_mol=837.21 spin_multiplicity=7 homo_energy_ev="-10.9 / -10.8" max_force_ev_per_a=5.54 charge=+2
I -1.220 2.788 -1.887
I 1.736 3.495 -1.224
Eu 1.569 -1.271 -2.812
P -0.785 -2.910 -3.427
C -1.268 -3.553 -1.780
C -2.151 -3.594 -4.432
H -2.002 -4.646 -4.714
H 0.323 -5.050 -3.286
H -2.254 -3.001 -5.349
H 0.609 -4.280 -4.891
H -2.343 -3.369 -1.665
H -3.093 -3.505 -3.875
C 0.574 -4.108 -3.801
H -1.067 -4.630 -1.718
H 1.581 -3.767 -3.461
H -0.736 -3.030 -0.975
P -1.053 4.772 -3.400
C -0.929 6.230 -2.352
C 0.388 4.743 -4.478
H -2.625 4.072 -5.088
H -2.581 5.858 -4.854
H -3.437 4.809 -3.662
C -2.577 4.884 -4.344
H 0.475 3.755 -4.954
H 0.256 5.524 -5.251
H -0.789 7.102 -3.007
H -0.084 6.139 -1.660
H 1.307 4.949 -3.902
H -1.863 6.338 -1.787
C 0.514 2.146 0.006
O 0.479 1.325 0.841
O 3.492 -1.506 -1.355
C 2.773 -1.484 -0.312
N 3.191 -1.371 0.994
C 2.073 -1.276 1.798
C 0.979 -1.408 0.923
O -0.340 -1.434 1.085
N 1.408 -1.495 -0.352
C 2.120 -0.980 3.194
C 2.883 -1.814 4.052
C 2.867 -1.569 5.422
C 2.196 -0.452 5.939
C 1.507 0.415 5.085
C 1.470 0.172 3.720
C -1.044 -1.284 2.314
C -0.743 -2.044 3.430
C -1.273 -1.627 4.656
C -2.121 -0.514 4.708
C -2.493 0.157 3.537
C -1.994 -0.273 2.311
H 4.164 -1.312 1.299
H 3.425 -2.667 3.631
H 3.401 -2.246 6.091
H 2.191 -0.257 7.015
H 0.991 1.287 5.487
H 0.952 0.835 3.025
H -0.077 -2.901 3.328
H -1.012 -2.172 5.567
H -2.504 -0.180 5.678
H -3.182 1.002 3.562
H -2.255 0.184 1.362

Record 7
16
Properties=species:S:1:pos:R:3 method="wB97M-V/def2-TZVPD" smiles="N[C@@H]1C[C@H](O)C=C1F" lumo_energy_ev=0.740 molar_mass_g_mol=117.12 homo_energy_ev=-10.0 max_force_ev_per_a=10.24
C -0.510 0.838 0.382
C 0.638 0.445 1.205
C 1.355 -0.702 0.281
C -0.072 -1.400 -0.086
C -1.019 -0.528 -0.113
H -1.096 2.251 -1.179
H -0.071 2.702 -0.089
H -1.223 1.118 1.144
H 1.246 1.390 1.477
H 0.372 0.112 2.287
H 1.943 -1.377 0.961
H 1.603 0.177 -1.236
H 0.061 -2.507 -0.354
N -0.170 1.855 -0.648
O 2.153 -0.303 -0.823
F -2.358 -0.705 -0.212

Record 8
7
Properties=species:S:1:pos:R:3 method="wB97M-V/def2-TZVPD" lumo_energy_ev=-0.414 molar_mass_g_mol=70.05 homo_energy_ev=-10.3 max_force_ev_per_a=10.13
C -0.402 -0.500 0.557
C -1.405 -0.065 -0.288
H 2.183 0.208 -0.900
H -0.478 -0.619 1.859
N 0.854 -0.109 0.559
N -1.866 0.728 -1.131
O 1.114 0.356 -0.657

Record 9
49
Properties=species:S:1:pos:R:3 method="wB97M-V/def2-TZVPD" smiles=CCOc1cccc(CNc2ccc(O)cc2)c1OCc1ccccc1Cl lumo_energy_ev=0.767 molar_mass_g_mol=383.88 homo_energy_ev=-7.1 max_force_ev_per_a=0.59
C 2.630 4.159 2.190
C 1.720 3.968 0.981
H 0.862 4.643 1.052
H 2.253 4.193 0.048
O 1.136 2.683 0.931
C 1.901 1.591 0.605
C 3.195 1.673 0.107
C 3.923 0.530 -0.170
C 3.365 -0.712 0.047
C 2.066 -0.828 0.518
C 1.320 0.322 0.793
O 0.068 0.105 1.292
C -0.968 1.051 1.082
C -2.283 0.319 1.115
C -3.127 0.322 0.012
C -4.334 -0.354 0.035
C -4.710 -1.059 1.165
C -3.883 -1.079 2.275
C -2.682 -0.389 2.246
Cl -1.674 -0.413 3.649
H -4.164 -1.623 3.163
H -5.646 -1.596 1.187
H -4.974 -0.339 -0.834
H -2.827 0.856 -0.876
H -0.945 1.813 1.872
H -0.848 1.544 0.113
C 1.469 -2.199 0.758
N 0.144 -2.416 0.225
C -0.157 -2.190 -1.104
C -1.501 -2.135 -1.489
C -1.862 -1.967 -2.807
C -0.885 -1.855 -3.790
C 0.450 -1.919 -3.423
C 0.814 -2.085 -2.098
H 1.861 -2.123 -1.847
H 1.221 -1.836 -4.180
O -1.280 -1.681 -5.091
H -0.499 -1.636 -5.655
H -2.901 -1.922 -3.096
H -2.267 -2.227 -0.732
H -0.597 -2.135 0.851
H 2.141 -2.954 0.335
H 1.409 -2.373 1.836
H 3.938 -1.605 -0.153
H 4.930 0.620 -0.548
H 3.653 2.634 -0.062
H 2.072 3.966 3.104
H 3.001 5.180 2.212
H 3.474 3.475 2.154

Record 10
22
Properties=species:S:1:pos:R:3 method="wB97M-V/def2-TZVPD" smiles=CCNCCCC[O-] lumo_energy_ev=3.598 molar_mass_g_mol=116.18 homo_energy_ev=-2.0 max_force_ev_per_a=4.19 charge=-1
C 1.003 0.914 -0.315
C 0.287 2.271 -0.280
C -0.839 2.607 -1.311
O -2.041 2.077 -0.937
C 0.070 -0.231 -0.834
N 0.107 -1.658 -0.442
C -0.286 -1.677 0.940
C 0.005 -2.983 1.695
H 1.794 0.949 -0.976
H 1.365 0.545 0.700
H 1.078 3.084 -0.165
H 0.030 2.403 0.781
H -0.526 2.423 -2.354
H -1.093 3.674 -1.194
H -0.936 0.236 -0.726
H 0.253 -0.410 -2.000
H 1.046 -2.087 -0.635
H -0.093 -0.742 1.482
H -1.432 -1.614 1.048
H -0.226 -3.775 1.011
H -0.618 -3.137 2.473
H 1.050 -2.868 2.038

Record 11
4
Properties=species:S:1:pos:R:3 method="wB97M-V/def2-TZVPD" lumo_energy_ev="-1.086 / -4.005" molar_mass_g_mol=82.46 homo_energy_ev="-12.3 / -9.8" max_force_ev_per_a=2.63
C 0.039 -0.596 -0.283
O -0.203 -0.508 0.854
F 0.023 0.191 -1.292
Cl 0.325 2.934 1.111

Record 12
54
Properties=species:S:1:pos:R:3 method="wB97M-V/def2-TZVPD" lumo_energy_ev=2.273 molar_mass_g_mol=655.79 homo_energy_ev=-4.0 max_force_ev_per_a=9.48 charge=-1
C 1.101 1.690 -1.134
C 2.088 0.782 -0.677
C 1.894 -0.441 -1.351
H 2.852 0.988 0.054
C 0.788 -0.290 -2.212
C 0.292 1.023 -2.085
H -0.545 1.445 -2.617
H 0.990 2.712 -0.818
H 2.466 -1.340 -1.212
H 0.360 -1.071 -2.821
C -0.534 -0.132 2.314
C -0.152 1.191 2.041
C -1.077 1.734 1.118
H 0.713 1.696 2.440
C -2.039 0.742 0.819
C -1.692 -0.415 1.559
H -2.194 -1.367 1.522
H -0.010 -0.830 2.944
H -1.058 2.733 0.717
H -2.888 0.856 0.166
Pb 0.000 0.000 0.000
O -0.708 -3.838 -0.894
C 0.460 -4.648 -0.985
C -0.677 -4.873 -1.883
H 1.350 -4.147 -1.353
H 0.615 -5.335 -0.159
H -0.581 -4.505 -2.901
H -1.361 -6.678 -3.745
C -1.830 -6.877 -2.789
C -1.597 -6.021 -1.716
C -2.220 -6.278 -0.498
H -2.063 -5.596 0.326
C -3.052 -7.376 -0.355
H -3.536 -7.562 0.594
C -3.272 -8.233 -1.426
H -3.924 -9.089 -1.313
C -2.659 -7.979 -2.645
H -2.833 -8.636 -3.487
O -1.293 6.294 2.291
S -0.229 6.411 1.189
O -0.908 6.604 -0.175
N 0.098 4.693 1.025
C 1.339 4.397 1.166
S 2.021 2.721 1.152
C 2.202 5.552 1.452
C 3.584 5.551 1.674
C 4.226 6.769 1.950
C 3.485 7.964 2.001
C 2.099 7.948 1.775
C 1.485 6.727 1.501
H 4.155 4.633 1.640
H 5.293 6.786 2.126
H 3.987 8.898 2.218
H 1.522 8.862 1.816

Total energy
In order: -204856.5091 -9639.5967 -7417.7254 -74478.2929 -14761.8565 -86497.3912 -11566.8309 -7129.1228 -43325.7205 -9984.0025 -18320.5335 -60824.5409
Unit: eV